A:
Entry from the OMol25 dataset: a structure of composition C50H56BCsN15O3 (ωB97M-V/def2-TZVPD).

XYZ file:
```
126
Properties=species:S:1:pos:R:3
Cs 0.130 -0.281 -0.979
C -3.836 -2.543 -3.035
C -2.607 -2.686 -2.364
N -1.487 -2.165 -2.798
C -1.485 -1.415 -3.930
C -2.691 -1.159 -4.643
C -3.870 -1.773 -4.159
C -2.696 -0.347 -5.794
C -1.500 0.180 -6.221
C -0.296 -0.084 -5.573
C -0.209 -0.883 -4.414
N 0.897 -1.103 -3.691
C 2.145 -0.963 -4.217
C 2.492 -1.319 -5.521
C 3.799 -1.210 -6.014
C 4.819 -0.735 -5.236
C 4.540 -0.381 -3.896
C 5.546 0.121 -3.035
C 5.246 0.452 -1.749
C 3.920 0.263 -1.306
N 2.962 -0.201 -2.070
C 3.232 -0.513 -3.367
H -4.720 -3.044 -2.659
H -2.558 -3.268 -1.447
H -4.794 -1.619 -4.707
H -3.626 -0.157 -6.317
H -1.481 0.825 -7.094
H 0.608 0.373 -5.950
H 1.716 -1.702 -6.170
H 3.995 -1.506 -7.039
H 5.827 -0.629 -5.618
H 6.551 0.241 -3.425
H 5.988 0.857 -1.074
H 3.653 0.523 -0.285
C 2.531 -1.543 6.196
N 3.233 -0.395 6.744
C 2.762 0.819 7.064
N 3.678 1.514 7.703
C 4.726 0.660 7.742
N 4.501 -0.519 7.198
C 1.565 -2.109 7.211
C 2.059 -2.767 8.333
C 1.194 -3.219 9.319
C -0.171 -3.024 9.191
C -0.668 -2.377 8.065
C 0.201 -1.922 7.076
C -2.108 -2.187 7.927
N -3.029 -2.322 8.821
N -4.235 -2.046 8.182
C -3.940 -1.753 6.960
O -2.609 -1.816 6.730
C -4.830 -1.415 5.855
C -6.114 -0.954 6.130
C -6.952 -0.619 5.078
C -6.511 -0.748 3.767
C -5.234 -1.229 3.494
C -4.814 -1.410 2.053
N -3.414 -1.706 1.879
C -2.342 -0.901 1.891
N -1.245 -1.605 1.721
C -1.710 -2.876 1.621
N -3.018 -2.992 1.703
C -4.396 -1.554 4.543
H 3.310 -2.264 5.957
H 2.028 -1.260 5.272
H 1.766 1.149 6.814
H 5.673 0.904 8.197
H 3.129 -2.905 8.438
H 1.585 -3.725 10.191
H -0.862 -3.371 9.947
H -0.196 -1.415 6.204
H -6.434 -0.853 7.158
H -7.948 -0.247 5.279
H -7.168 -0.476 2.949
H -5.050 -0.511 1.480
H -5.349 -2.255 1.618
H -2.404 0.169 2.000
H -1.073 -3.732 1.468
H -3.401 -1.933 4.347
N 0.812 0.742 2.703
C 0.398 2.129 2.961
C 1.588 2.975 3.406
C 2.394 3.569 2.245
N 2.776 2.627 1.195
H 0.099 0.230 2.204
H 0.953 0.248 3.578
H -0.403 2.191 3.712
H 0.002 2.521 2.017
H 2.250 2.358 4.029
H 1.239 3.797 4.041
H 3.286 4.052 2.661
H 1.798 4.357 1.773
H 2.864 1.703 1.605
H 1.991 2.561 0.533
C -6.292 -0.546 -1.613
N -5.206 0.341 -1.988
C -5.563 1.498 -2.800
C -4.185 0.447 -1.145
N -3.285 0.511 -0.419
H -6.788 -0.897 -2.519
H -7.032 -0.039 -0.981
H -5.893 -1.408 -1.084
H -6.074 1.142 -3.695
H -4.664 2.026 -3.099
H -6.224 2.182 -2.257
C -1.132 6.214 -0.372
C -1.898 4.959 -0.786
C -3.388 5.169 -0.564
O -1.444 3.880 0.048
B -0.413 3.141 -0.605
O -0.382 3.631 -1.941
C -1.517 4.464 -2.200
C -1.132 5.555 -3.185
C -2.587 3.567 -2.817
H -1.287 6.375 0.696
H -1.471 7.101 -0.913
H -0.064 6.075 -0.541
H -3.557 5.531 0.451
H -3.935 4.234 -0.684
H -3.788 5.909 -1.265
H -0.266 6.114 -2.834
H -1.962 6.251 -3.344
H -0.875 5.101 -4.143
H -2.851 2.789 -2.100
H -2.176 3.083 -3.705
H -3.481 4.132 -3.102
```

Summary:
total charge	-1
gap between HOMO and LUMO	3.91	eV

Mulliken population analysis, charges in e, atoms 1 to 8:
1. Cs 1.630
2. C -0.618
3. C -0.585
4. N -0.441
5. C 0.204
6. C 1.192
7. C -0.473
8. C -1.067



B:
Entry from the OMol25 dataset: a structure of composition C50H56BCsN15O3 (ωB97M-V/def2-TZVPD).

XYZ file:
```
126
Properties=species:S:1:pos:R:3
Cs 0.798 -0.826 -0.027
C -1.025 -4.796 2.387
C -0.309 -3.587 2.275
N 0.732 -3.443 1.492
C 1.152 -4.491 0.732
C 0.485 -5.743 0.758
C -0.626 -5.857 1.631
C 0.902 -6.810 -0.073
C 1.961 -6.594 -0.922
C 2.656 -5.379 -0.959
C 2.322 -4.293 -0.127
N 2.921 -3.091 -0.125
C 4.199 -2.895 -0.559
C 5.252 -3.798 -0.432
C 6.555 -3.502 -0.875
C 6.864 -2.305 -1.459
C 5.844 -1.329 -1.583
C 6.076 -0.056 -2.157
C 5.070 0.859 -2.233
C 3.802 0.512 -1.715
N 3.551 -0.657 -1.180
C 4.538 -1.594 -1.111
H -1.875 -4.861 3.054
H -0.609 -2.717 2.857
H -1.153 -6.804 1.679
H 0.381 -7.759 -0.037
H 2.275 -7.391 -1.589
H 3.479 -5.260 -1.651
H 5.052 -4.760 0.023
H 7.330 -4.251 -0.750
H 7.864 -2.088 -1.816
H 7.068 0.174 -2.533
H 5.222 1.835 -2.673
H 2.974 1.218 -1.759
C -1.758 1.324 5.944
N -0.767 0.517 5.242
C -0.631 0.273 3.931
N 0.398 -0.520 3.713
C 0.869 -0.735 4.970
N 0.200 -0.132 5.932
C -1.516 2.808 5.836
C -0.773 3.477 6.799
C -0.552 4.842 6.689
C -1.078 5.550 5.619
C -1.830 4.887 4.661
C -2.046 3.523 4.770
C -2.398 5.643 3.534
N -2.471 6.909 3.365
N -3.044 7.095 2.097
C -3.306 5.921 1.648
O -2.933 4.953 2.511
C -3.855 5.509 0.347
C -4.284 6.458 -0.567
C -4.703 6.038 -1.821
C -4.686 4.691 -2.154
C -4.283 3.734 -1.232
C -4.255 2.261 -1.608
N -3.589 1.440 -0.619
C -2.286 1.470 -0.317
N -2.060 0.678 0.717
C -3.292 0.178 0.998
N -4.267 0.624 0.232
C -3.876 4.159 0.025
H -1.706 1.006 6.981
H -2.746 1.074 5.559
H -1.278 0.699 3.178
H 1.732 -1.349 5.182
H -0.350 2.922 7.629
H 0.040 5.356 7.436
H -0.918 6.616 5.517
H -2.628 3.016 4.008
H -4.248 7.509 -0.306
H -5.019 6.769 -2.554
H -4.987 4.379 -3.149
H -3.743 2.137 -2.564
H -5.264 1.867 -1.696
H -1.530 2.003 -0.909
H -3.469 -0.574 1.754
H -3.541 3.436 0.756
N 2.109 2.897 1.579
C 1.744 2.218 2.824
C 2.970 1.528 3.427
C 3.559 0.484 2.482
N 2.554 -0.543 2.211
H 2.651 3.732 1.761
H 1.299 3.168 1.035
H 1.008 1.452 2.576
H 1.286 2.878 3.570
H 2.681 1.055 4.373
H 3.737 2.275 3.662
H 4.492 0.087 2.895
H 3.796 0.982 1.542
H 2.319 -1.065 3.048
H 2.881 -1.223 1.523
C -3.090 -4.017 -3.703
N -2.333 -4.184 -2.471
C -1.345 -5.264 -2.430
C -2.106 -3.100 -1.728
N -1.894 -2.137 -1.120
H -3.610 -4.949 -3.925
H -2.438 -3.763 -4.545
H -3.823 -3.224 -3.577
H -1.854 -6.224 -2.526
H -0.812 -5.244 -1.482
H -0.616 -5.162 -3.238
C -0.977 1.421 -6.097
C -1.057 0.478 -4.902
C -2.197 -0.507 -5.117
O -1.378 1.284 -3.746
B -0.258 1.420 -2.864
O 0.759 0.585 -3.399
C 0.306 -0.186 -4.532
C 1.373 -0.115 -5.612
C 0.185 -1.631 -4.053
H -1.939 1.927 -6.202
H -0.758 0.889 -7.028
H -0.216 2.185 -5.934
H -3.107 0.047 -5.360
H -2.384 -1.083 -4.211
H -1.986 -1.196 -5.943
H 1.576 0.914 -5.907
H 1.082 -0.688 -6.499
H 2.297 -0.541 -5.216
H -0.533 -1.703 -3.237
H 1.158 -1.951 -3.671
H -0.111 -2.311 -4.860
```

Summary:
total charge	-1
gap between HOMO and LUMO	4.49	eV

Mulliken population analysis, charges in e, atoms 1 to 8:
1. Cs 0.601
2. C -0.959
3. C -0.094
4. N -0.041
5. C 0.211
6. C 1.233
7. C -0.918
8. C -0.797



Stability, lowest: A



A:
Entry from the OMol25 dataset: a cluster of 2 separate species, C3H7Cl3Si in total (ωB97M-V/def2-TZVPD).

XYZ file:
```
14
Properties=species:S:1:pos:R:3
C 0.280 0.370 1.505
C -0.558 1.509 -1.375
C -0.454 -1.791 -1.022
Si 0.051 0.013 -0.347
Cl -1.958 2.206 -0.462
Cl -2.213 -1.914 -0.684
Cl 3.050 -0.048 -1.247
H -0.828 0.575 1.787
H 0.656 -0.462 1.933
H 0.867 1.208 1.508
H 0.216 2.296 -1.479
H -0.729 1.024 -2.312
H -0.144 -2.742 -0.557
H -0.246 -1.841 -2.063
```

Summary:
total charge	0
gap between HOMO and LUMO	8.21	eV

Mulliken population analysis, charges in e, atoms 1 to 8:
1. C -0.865
2. C -0.418
3. C -0.491
4. Si 0.340
5. Cl -0.155
6. Cl -0.170
7. Cl -0.587
8. H 0.336



B:
Entry from the OMol25 dataset: a cluster of 2 separate species, C3H7Cl3Si in total (ωB97M-V/def2-TZVPD).

XYZ file:
```
14
Properties=species:S:1:pos:R:3
C 1.527 -1.049 0.272
C 0.114 1.185 -1.417
C -1.599 0.208 1.370
Si -0.059 -0.476 -0.583
Cl -1.481 1.975 1.495
Cl -0.891 -0.521 2.824
Cl -1.078 -2.059 -1.323
H 1.343 -1.929 1.000
H 2.100 -1.362 -0.698
H 2.303 -0.367 0.649
H 0.644 2.013 -0.923
H 0.618 0.964 -2.334
H -0.879 1.673 -1.678
H -2.661 -0.257 1.347
```

Summary:
total charge	0
gap between HOMO and LUMO	8.78	eV

Mulliken population analysis, charges in e, atoms 1 to 8:
1. C -0.870
2. C -0.976
3. C -0.378
4. Si 0.688
5. Cl -0.183
6. Cl -0.193
7. Cl -0.247
8. H 0.251



Stability, lowest: A



A:
Entry from the OMol25 dataset: a cluster of 2 separate species, C2H2S3 in total (ωB97M-V/def2-TZVPD).

XYZ file:
```
7
Properties=species:S:1:pos:R:3
C 1.177 1.461 -0.492
C 0.458 0.829 -1.206
S -2.109 -0.228 1.369
S -0.060 -2.772 1.584
S -1.101 -1.598 0.456
H 1.768 2.027 0.166
H -0.133 0.281 -1.877
```

Summary:
total charge	0
gap between HOMO and LUMO	7.19	eV

From a Mulliken analysis of the wavefunction, the atomic charges in e read:
1. C -0.245
2. C -0.554
3. S -0.093
4. S -0.133
5. S 0.205
6. H 0.389
7. H 0.432



B:
Entry from the OMol25 dataset: an isolated molecule of C2H2S3 (ωB97M-V/def2-TZVPD).

XYZ file:
```
7
Properties=species:S:1:pos:R:3
S -2.410 -0.169 -0.057
C -0.927 -0.757 0.074
C 0.306 0.024 -0.054
S 1.734 -0.795 -0.040
S 0.226 1.713 0.011
H -0.544 -1.819 0.248
H 1.616 1.803 -0.181
```

Summary:
total charge	0
gap between HOMO and LUMO	7.15	eV
SMILES	S=CC(=S)S

From a Mulliken analysis of the wavefunction, the atomic charges in e read:
1. S -0.208
2. C -0.210
3. C 0.388
4. S -0.237
5. S -0.164
6. H 0.257
7. H 0.175



Stability, lowest: A